(1)
Entry from the OMol25 dataset: a molecular structure, C3H5ClO at a distorted geometry (the ωB97M-V functional and the def2-TZVPD basis).

```
10
Properties=species:S:1:pos:R:3
C 1.1892 0.5798 0.3933
C -0.3036 0.5748 0.1240
C -1.0611 1.6144 -0.1745
H 1.7115 -1.3051 0.2836
H 1.3656 1.5877 0.1052
H 1.4819 0.5136 1.4775
H -0.7990 2.6976 -0.0806
H -2.1099 1.2735 -0.6949
O 1.7973 -0.3501 -0.5047
Cl -0.8809 -1.0930 0.0523
```

Output
HOMO-LUMO gap: 10.2770 eV
relative energy (zero: lowest compared OMol25 entry of this formula, charge and spin): 252.3 kJ/mol
F_max: 0.12805 Eh/bohr
molecular weight: 92.53 g/mol

(2)
Entry from the OMol25 dataset: 2 unconnected molecules or ions with the total composition C19H20N6O4S at a distorted geometry (the ωB97M-V functional and the def2-TZVPD basis).

```
50
Properties=species:S:1:pos:R:3
C -3.4293 -2.0287 -1.0542
C -2.4370 -0.8738 -0.8999
C -2.0179 -0.3784 -2.2917
C -3.1010 0.2782 -0.1488
C -1.2232 -1.3708 -0.0851
C -0.5730 -2.5789 -0.7318
C 0.8578 -2.7759 -0.3084
N 1.5790 -1.5079 -0.4721
C 0.9411 -0.3484 -0.1471
N -0.3092 -0.2727 0.1822
S 2.0475 1.0157 -0.2720
C 3.3628 -0.0545 -0.6889
C 4.6892 0.2674 -0.9742
C 5.5949 -0.7655 -1.2547
C 5.1718 -2.1039 -1.2703
C 3.8346 -2.4316 -0.9999
C 2.9549 -1.3881 -0.7084
H -3.7133 -2.4219 -0.0683
H -4.3362 -1.6765 -1.5632
H -3.0106 -2.8513 -1.6472
H -1.3288 0.4729 -2.2065
H -1.5575 -1.1696 -2.8976
H -2.9152 -0.0286 -2.8214
H -2.5166 1.1956 -0.2849
H -4.1064 0.4504 -0.5542
H -3.1918 0.0567 0.9225
H -1.6247 -1.6825 0.8970
H -1.1635 -3.4600 -0.4540
H -0.6213 -2.4941 -1.8243
H 0.8918 -3.0940 0.7436
H 1.3509 -3.5262 -0.9251
H 4.9789 1.3132 -0.9738
H 6.6378 -0.5275 -1.4639
H 5.8801 -2.9004 -1.4955
H 3.4687 -3.4611 -1.0126
O -0.5823 2.5248 -1.1943
N -0.2144 3.4896 -0.4707
O 0.0859 4.6035 -0.9502
C -0.1809 3.3023 0.9459
C -0.0308 4.4416 1.8026
N -0.3173 4.4319 3.0994
C -0.7680 3.2830 3.6100
N -1.2924 3.1046 4.8600
O -1.9073 1.8319 4.8169
N -1.7098 1.2351 3.5410
O -2.2106 0.1532 3.2843
C -0.9412 2.1104 2.7848
C -0.5962 2.0708 1.4509
H 0.3082 5.3775 1.3484
H -0.7083 1.1625 0.8260
```

Output
HOMO-LUMO gap: 6.3739 eV
relative energy (zero: lowest compared OMol25 entry of this formula, charge and spin): 660.6 kJ/mol
structure (SMILES): CC(C)(C)[C@H]1CCN2C(=N1)Sc1ccccc12.O=[N+]([O-])c1cnc2no[n+]([O-])c2c1
F_max: 0.06411 Eh/bohr
molecular weight: 428.47 g/mol